No. 1
# C3H5NO

An isolated molecule of C3H5NO at a distorted geometry (ωB97M-V with the def2-TZVPD basis set, OMol25).

Values from the calculation:
Relative energy (zero: lowest compared OMol25 entry of this formula, charge and spin) ... 84.8 kcal/mol
Molar mass ... 71.079 g mol⁻¹
Multiplicity ... 3
Largest force on an atom ... 8.9 eV/Å
Net charge ... 0
HOMO-LUMO gap (alpha / beta) ... 5.03 / 7.96 eV
Electronic energy ... -6721.55391 eV

Atoms and positions in Å:
C 2.280456 0.192221 -0.127716
C -0.159743 0.743388 0.296153
C 1.035120 -0.520182 -0.369104
N 3.203566 0.823160 0.165026
O 0.927002 -1.724701 0.336967
H 0.419336 1.660460 0.186794
H -0.871896 0.546336 -0.408580
H -0.373870 0.212266 1.268429
H 0.995010 -0.746246 -1.454915
H 0.062716 -2.208216 0.288647

Forces on atoms 1 to 6 (eV/Å):
-2.636 -2.719 -0.123
-3.027 2.813 4.999
7.167 -4.511 -2.769
0.953 1.149 0.206
-0.670 1.722 0.488
-0.151 -0.534 0.385

Results of the Mulliken charge analysis, in e, for atoms 1 through 2:
1 C 0.060
2 C -1.087

No. 2
# C3H5NO2

A cluster of 2 separate species, C3H5NO2 in total at a distorted geometry (ωB97M-V with the def2-TZVPD basis set, OMol25).

Values from the calculation:
Relative energy (zero: lowest compared OMol25 entry of this formula, charge and spin) ... 19.1 kcal/mol
Molar mass ... 87.078 g mol⁻¹
Largest force on an atom ... 1.4 eV/Å
Net charge ... 0
HOMO-LUMO gap ... 10.75 eV
Electronic energy ... -8776.86515 eV

Atoms and positions in Å:
C -0.755315 1.198917 -0.193940
N -0.003968 0.215971 0.560488
C -0.466706 -1.047292 0.768574
O -1.547855 -1.463708 0.405188
C 2.291162 -1.337170 -0.835449
O 2.175696 -0.662445 -1.741173
H -1.724406 0.751667 -0.424673
H -0.908779 2.111746 0.392518
H -0.246879 1.454507 -1.132071
H 0.922770 0.446193 0.885192
H 0.264284 -1.668382 1.315341

Forces on atoms 1 to 6 (eV/Å):
-0.088 0.074 -0.061
-0.066 -0.124 0.043
-0.036 0.149 0.008
0.298 0.099 0.072
-0.074 0.787 -1.137
0.172 -0.819 1.019

Results of the Mulliken charge analysis, in e, for atoms 1 through 2:
1 C -0.749
2 N -0.173

No. 3
# C3H5NO2

An isolated molecule of C3H5NO2 at a distorted geometry (ωB97M-V with the def2-TZVPD basis set, OMol25).

Values from the calculation:
Relative energy (zero: lowest compared OMol25 entry of this formula, charge and spin) ... 50.1 kcal/mol
SMILES ... CO/C=N/C=O
Molar mass ... 87.078 g mol⁻¹
Largest force on an atom ... 1.5 eV/Å
Net charge ... 0
HOMO-LUMO gap ... 10.75 eV
Electronic energy ... -8775.52029 eV

Atoms and positions in Å:
C 1.657848 0.492792 0.329006
O 0.460098 1.488083 0.356445
C -0.648455 0.820665 0.070519
N -0.456779 -0.401052 -0.203967
C -1.480804 -1.274733 -0.489527
O -1.347277 -2.462221 -0.314583
H 1.790791 -0.237012 -0.505118
H 1.637098 -0.120693 1.241907
H 2.433714 1.235540 0.304861
H -1.644818 1.304208 0.112776
H -2.401420 -0.845580 -0.902315

Forces on atoms 1 to 6 (eV/Å):
-0.061 0.853 0.160
0.594 -1.305 -0.393
0.401 -0.692 -0.089
-0.876 -0.630 -0.101
0.096 -0.732 0.232
-0.370 0.388 -0.206

Results of the Mulliken charge analysis, in e, for atoms 1 through 2:
1 C -0.557
2 O -0.366

No. 4
# C3H5NO2

An isolated molecule of C3H5NO2 (ωB97M-V with the def2-TZVPD basis set, OMol25).

Values from the calculation:
Relative energy (zero: lowest compared OMol25 entry of this formula, charge and spin) ... 72.7 kcal/mol
Molar mass ... 87.078 g mol⁻¹
Largest force on an atom ... 0.5 eV/Å
Net charge ... 0
HOMO-LUMO gap ... 10.08 eV
Electronic energy ... -8774.54247 eV

Atoms and positions in Å:
C -1.660920 0.091303 -1.114906
N -1.231603 0.662698 0.149666
C -0.051321 0.516185 0.537548
O 0.912489 -0.145185 -0.239377
C 2.068881 -0.615558 0.217783
O 2.107776 -0.456617 1.541441
H -1.989753 0.908194 -1.764908
H -2.531877 -0.542406 -0.923639
H -0.891637 -0.491797 -1.631396
H 0.313437 0.925701 1.474152
H 2.965915 -0.807758 1.816590

Forces on atoms 1 to 6 (eV/Å):
-0.061 -0.075 -0.159
0.439 -0.084 0.097
-0.336 0.183 0.172
0.311 -0.167 -0.100
-0.327 0.198 0.186
0.228 -0.142 -0.205

Results of the Mulliken charge analysis, in e, for atoms 1 through 2:
1 C -0.674
2 N -0.403

No. 5
# C3H5NO2

An isolated molecule of C3H5NO2 at a distorted geometry (ωB97M-V with the def2-TZVPD basis set, OMol25).

Values from the calculation:
Relative energy (zero: lowest compared OMol25 entry of this formula, charge and spin) ... 137.0 kcal/mol
SMILES ... C/[N+]([O-])=C/C=O
Molar mass ... 87.078 g mol⁻¹
Largest force on an atom ... 6.9 eV/Å
Net charge ... 0
HOMO-LUMO gap (alpha / beta) ... 6.78 / 9.43 eV
Electronic energy ... -8771.75166 eV

Atoms and positions in Å:
C 0.028729 -0.101753 -1.811656
N -0.096690 -0.575786 -0.472058
O -0.213572 -1.752814 -0.197253
C 0.158622 0.628297 0.884430
C -0.049104 0.180892 2.180460
O 0.022951 0.906204 3.163492
H -0.545762 -0.764847 -2.468313
H -0.321710 0.926157 -1.896681
H 1.081956 -0.156145 -2.118372
H 0.198168 1.608295 0.461036
H -0.263588 -0.898500 2.274914

Forces on atoms 1 to 6 (eV/Å):
0.311 0.007 -1.220
0.599 3.677 5.752
-0.039 -0.439 -0.374
-0.644 -2.952 -5.237
-0.179 -1.039 0.652
0.021 0.262 0.088

Results of the Mulliken charge analysis, in e, for atoms 1 through 2:
1 C -0.742
2 N 0.342

No. 6
# C3H5NO2

An isolated molecule of C3H5NO2 (ωB97M-V with the def2-TZVPD basis set, OMol25).

Values from the calculation:
Relative energy (zero: lowest compared OMol25 entry of this formula, charge and spin) ... 21.0 kcal/mol
SMILES ... CC(=O)NC=O
Molar mass ... 87.078 g mol⁻¹
Largest force on an atom ... 0.7 eV/Å
Net charge ... 0
HOMO-LUMO gap ... 11.21 eV
Electronic energy ... -8776.78198 eV

Atoms and positions in Å:
C 0.172208 0.466026 -1.319349
C -0.684974 -0.492713 -0.524101
O -1.186324 -1.495246 -0.946584
N -0.751681 -0.120514 0.893923
C 0.433108 -0.376277 1.605912
O 1.154376 0.496133 2.030681
H -0.256706 1.475012 -1.340072
H 0.309276 0.098451 -2.336488
H 1.131108 0.525634 -0.791006
H -0.954403 0.873151 0.981815
H 0.634011 -1.449656 1.745268

Forces on atoms 1 to 6 (eV/Å):
-0.120 -0.147 -0.078
-0.006 -0.316 -0.058
0.272 0.459 0.333
-0.123 0.151 -0.008
0.223 0.260 0.027
-0.502 -0.505 0.122

Results of the Mulliken charge analysis, in e, for atoms 1 through 2:
1 C -0.952
2 C 0.499

No. 7
# C3H5NO2

An isolated molecule of C3H5NO2 at a distorted geometry (ωB97M-V with the def2-TZVPD basis set, OMol25).

Values from the calculation:
Relative energy (zero: lowest compared OMol25 entry of this formula, charge and spin) ... 72.2 kcal/mol
SMILES ... CC(=O)NC=O
Molar mass ... 87.078 g mol⁻¹
Largest force on an atom ... 4.4 eV/Å
Net charge ... 0
HOMO-LUMO gap ... 10.10 eV
Electronic energy ... -8774.56360 eV

Atoms and positions in Å:
C -1.750808 0.087796 -0.338572
C -0.431121 0.648668 0.133556
O -0.277944 1.771010 0.553395
N 0.623712 -0.280769 0.036963
C 1.893433 -0.056065 0.380167
O 2.763742 -1.022108 0.220303
H -1.683113 -0.234415 -1.384270
H -2.517875 0.858636 -0.248799
H -2.033303 -0.786900 0.260491
H 0.442850 -1.220109 -0.327389
H 2.970425 0.234253 0.714156

Forces on atoms 1 to 6 (eV/Å):
-0.137 0.001 -0.031
-0.151 0.489 0.142
0.045 -0.778 -0.262
-0.626 0.270 -0.038
3.874 -2.091 0.081
-1.950 -0.432 -0.564

Results of the Mulliken charge analysis, in e, for atoms 1 through 2:
1 C -1.120
2 C 0.693

No. 8
# C3H5NO2

An isolated molecule of C3H5NO2 (ωB97M-V with the def2-TZVPD basis set, OMol25).

Values from the calculation:
Relative energy (zero: lowest compared OMol25 entry of this formula, charge and spin) ... 107.1 kcal/mol
Molar mass ... 87.078 g mol⁻¹
Largest force on an atom ... 0.6 eV/Å
Net charge ... 0
HOMO-LUMO gap ... 7.91 eV
Electronic energy ... -8773.05006 eV

Atoms and positions in Å:
N 1.521658 0.807433 1.021147
C 1.030685 0.776412 -0.127893
O 0.123362 -1.151806 -0.852695
C -0.880558 -1.078473 0.042366
C -1.244597 0.365758 -0.086170
O -0.350679 1.255286 -0.219630
H 2.520594 0.632421 0.981239
H 1.445623 0.705992 -1.122541
H -0.652079 -1.325768 1.108225
H -1.800726 -1.642491 -0.221984
H -2.258575 0.747585 -0.273831

Forces on atoms 1 to 6 (eV/Å):
-0.220 0.074 -0.499
0.171 0.127 0.411
0.075 -0.105 0.057
-0.176 0.093 0.002
-0.057 0.117 -0.099
-0.189 -0.308 0.052

Results of the Mulliken charge analysis, in e, for atoms 1 through 2:
1 N -0.600
2 C 0.219